P:
{
  "formula": "C3H4N2O",
  "method": "the ωB97M-V functional and the def2-TZVPD basis",
  "gap_ha": [0.3047, 0.3047],
  "lumo_ev": [0.39, 0.39],
  "molar_mass_g_mol": 84.1,
  "homo_ev": [-7.90, -7.90],
  "elements": ["O", "C", "C", "N", "C", "N", "H", "H", "H", "H"],
  "positions_angstrom": [[-1.32752, -1.48167, 0.22367], [-0.43483, -0.48312, -0.02383], [-0.06859, 0.35481, 1.12348], [0.80690, 1.26755, 0.98091], [0.59262, 0.42618, -2.07439], [0.07937, -0.25219, -1.16199], [-1.60832, -1.86765, -0.61697], [-0.61045, 0.12704, 2.04784], [0.92839, 1.78565, 1.85016], [1.60642, 0.08456, -2.34381]]
}


Q:
{
  "formula": "C3H4N2O",
  "method": "the ωB97M-V functional and the def2-TZVPD basis",
  "gap_ha": 0.3337,
  "lumo_ev": 0.86,
  "molar_mass_g_mol": 84.1,
  "homo_ev": -8.22,
  "elements": ["N", "C", "C", "N", "C", "O", "H", "H", "H", "H"],
  "positions_angstrom": [[1.74166, -0.12008, -0.02254], [0.53703, 0.44527, 0.16468], [-0.34342, 1.38592, 0.25373], [-0.77042, -0.04159, 0.59073], [-1.41661, -0.82614, -0.37210], [-0.83272, -1.47537, -1.21182], [1.74071, -1.12125, -0.13970], [2.55469, 0.29070, 0.40839], [-0.70346, 2.35485, 0.54885], [-2.50748, -0.89230, -0.22023]]
}


R:
{
  "formula": "C3H4N2O",
  "method": "the ωB97M-V functional and the def2-TZVPD basis",
  "gap_ha": 0.3323,
  "lumo_ev": 0.12,
  "molar_mass_g_mol": 84.1,
  "homo_ev": -8.93,
  "elements": ["H", "N", "N", "C", "O", "C", "C", "H", "H", "H"],
  "positions_angstrom": [[-0.98294, -2.48704, -0.32304], [-0.80487, -1.48556, -0.18215], [0.42751, -1.34753, -0.17496], [0.90213, -0.00390, 0.00669], [2.25579, 0.06863, 0.02148], [0.03888, 0.97342, 0.13002], [-1.12590, 1.55320, 0.19348], [2.57186, -0.83884, -0.10676], [-1.64793, 1.67073, 1.14043], [-1.63451, 1.89690, -0.70520]]
}


S:
{
  "formula": "C3H4N2O",
  "method": "the ωB97M-V functional and the def2-TZVPD basis",
  "gap_ha": 0.3795,
  "lumo_ev": 0.89,
  "molar_mass_g_mol": 84.1,
  "homo_ev": -9.43,
  "elements": ["N", "C", "C", "C", "N", "O", "H", "H", "H", "H"],
  "positions_angstrom": [[1.80783, -0.02405, -0.29506], [0.45534, -0.19606, -0.01911], [-0.58285, 0.46290, -0.58689], [-1.69663, 0.07979, 0.19645], [-1.36952, -0.79076, 1.11752], [-0.00281, -0.97080, 0.99395], [2.40948, -0.83266, -0.27742], [2.21464, 0.75607, 0.20589], [-0.51728, 1.08064, -1.46602], [-2.71819, 0.43492, 0.13069]]
}


Relative energies in hartree: P 0.0604; Q 0.0695; R 0.0746; S 0.0000